[1]
{
  "formula": "H10O13S2Zn",
  "method": "the ωB97M-V functional and the def2-TZVPD basis",
  "lumo_ev": [1.26, 1.26],
  "total_charge": -1,
  "multiplicity": 2,
  "s_squared": 0.759,
  "elements": ["Zn", "S", "S", "O", "O", "O", "O", "O", "O", "O", "O", "O", "O", "O", "O", "O", "H", "H", "H", "H", "H", "H", "H", "H", "H", "H"],
  "xyz": [[-0.48798, -0.45412, -0.43398], [1.78596, 1.68330, 0.25689], [-1.70166, 2.10362, 1.32033], [1.22210, 0.46071, -0.22041], [-1.30992, 3.07523, 0.27728], [-0.08296, -1.65444, 1.18412], [-1.39039, 0.78964, 0.72585], [1.58194, 1.89248, 1.69430], [-0.91180, 2.31313, 2.53545], [0.56351, -1.99203, -1.43805], [3.20180, 1.73731, -0.06373], [2.67088, -1.39554, 0.73551], [1.17744, 2.75885, -0.49600], [-0.98422, 0.38808, -2.19522], [-2.39931, -1.53220, -0.59002], [-3.08178, 2.27282, 1.66191], [-1.19077, 0.09043, -3.08121], [0.77402, -2.06128, 1.31185], [-2.91258, -2.28980, -0.87080], [1.48743, -1.82489, -1.62426], [-0.51691, -1.73731, 2.03326], [0.47378, -2.94280, -1.50310], [-0.88862, 1.33698, -2.27701], [-2.90951, -1.14746, 0.12266], [3.58775, -1.12166, 0.75939], [2.24181, -0.74904, 0.17501]],
  "forces_ev_per_angstrom": [[0.1, 1.0, 0.9], [2.7, 5.7, 2.8], [1.8, 2.5, 0.7], [-1.4, -5.1, -2.0], [-0.2, 0.4, -0.3], [-0.4, -1.1, 0.5], [-1.0, -2.4, -0.1], [-0.1, -0.9, -0.4], [0.2, -0.4, -0.1], [-0.1, -0.5, -0.7], [1.1, -1.1, -0.2], [0.7, -1.9, 0.4], [-1.6, 1.4, -1.1], [-0.3, 0.1, -1.0], [-0.3, -0.4, -0.2], [-2.0, -0.6, -0.2], [0.0, -0.4, 0.0], [0.9, 0.2, -0.2], [0.1, -0.3, -0.2], [0.5, 0.4, 0.1], [-0.3, 0.5, 0.2], [-0.2, -0.2, 0.2], [0.3, 0.8, 0.6], [-0.1, 0.7, 0.4], [0.2, 0.2, 0.2], [-0.5, 1.2, -0.2]],
  "lowdin_charge": [0.601, 0.195, 0.232, -0.400, -0.285, -0.017, -0.397, -0.278, -0.281, -0.005, -0.323, -0.068, -0.271, 0.008, -0.014, -0.314, 0.083, 0.050, 0.071, 0.079, 0.093, 0.084, 0.095, 0.070, 0.048, -0.056]
}


[2]
{
  "formula": "C31H25BNO4",
  "method": "the ωB97M-V functional and the def2-TZVPD basis",
  "lumo_ev": 0.38,
  "total_charge": -1,
  "multiplicity": 1,
  "elements": ["O", "O", "O", "O", "N", "C", "C", "C", "C", "C", "C", "C", "C", "C", "C", "C", "C", "C", "C", "C", "C", "C", "C", "C", "C", "C", "C", "C", "C", "C", "C", "C", "C", "C", "C", "C", "B", "H", "H", "H", "H", "H", "H", "H", "H", "H", "H", "H", "H", "H", "H", "H", "H", "H", "H", "H", "H", "H", "H", "H", "H", "H"],
  "xyz": [[1.03351, -1.95086, -0.07586], [0.25569, 3.72160, 0.58080], [-2.26618, -6.14382, -0.10671], [-5.03925, 3.37794, 1.15002], [4.40418, 0.80053, -3.18870], [-0.94543, 3.63360, 0.73585], [-2.70052, -4.19198, 1.84412], [-0.16183, -6.15587, -1.94860], [4.49144, 1.09779, -1.92700], [-1.72966, 4.79558, 1.22185], [-1.49613, -5.20085, -0.08204], [-0.78485, -3.03177, 0.94236], [0.88312, -6.08162, -2.85972], [-1.65409, 2.36214, 0.45190], [1.71950, -4.96831, -2.87540], [-0.36942, -5.11927, -1.04163], [-0.92806, -2.04355, 1.91552], [-3.82706, 3.44668, 1.04884], [-1.07196, 5.97958, 1.54725], [0.30063, -2.92036, -0.06175], [-3.03630, 2.26614, 0.62747], [-1.57873, 0.04793, -0.20744], [-3.11605, 4.71234, 1.35212], [-3.18300, 6.99960, 2.10170], [-0.92838, 1.25203, 0.02259], [-2.95357, -0.05398, -0.00921], [-1.66439, -4.11574, 0.91632], [1.52029, -3.93548, -1.97051], [5.78334, 1.78800, -1.40188], [-2.84244, -3.20283, 2.80715], [-1.79717, 7.07691, 1.99032], [3.25866, 0.74048, -1.02614], [-3.68226, 1.05292, 0.40127], [0.48132, -4.01294, -1.04533], [-3.84189, 5.82059, 1.78390], [-1.95077, -2.13467, 2.84912], [7.01577, 0.64610, -1.37209], [3.49092, 0.35088, -3.35617], [6.08863, 2.53129, -2.18949], [1.04590, -6.89150, -3.56088], [-1.01505, -0.81100, -0.53597], [3.38379, 0.99225, 0.05207], [-1.28286, 7.99524, 2.24765], [-3.64603, -3.26661, 3.53132], [2.53022, -4.90835, -3.59139], [-2.05529, -1.37050, 3.61008], [-3.45705, -0.99948, -0.17721], [8.05790, 1.18698, -1.64524], [2.99213, -0.34008, -1.16629], [2.17625, -3.07307, -1.98262], [6.79118, -0.20372, -2.20356], [5.63365, 2.29842, -0.42086], [-3.74880, 7.85930, 2.44096], [0.00553, 6.04511, 1.45897], [-0.81137, -7.02239, -1.94268], [2.38357, 1.31176, -1.44397], [-0.24151, -1.20700, 1.95102], [7.00136, 0.13458, -0.28255], [-3.39274, -5.02438, 1.81863], [-4.75200, 0.97045, 0.54922], [-4.91932, 5.76260, 1.87618], [0.14293, 1.32465, -0.12772]],
  "forces_ev_per_angstrom": [[-0.2, -0.1, 0.0], [-0.2, 0.0, 0.1], [0.1, 0.1, 0.0], [0.2, 0.0, 0.0], [-0.3, 0.3, 1.1], [0.8, 0.0, -0.1], [-0.1, 0.1, 0.2], [0.1, -0.1, -0.2], [0.3, 0.4, -0.5], [-0.2, 0.3, 0.1], [-0.4, -0.6, -0.1], [-0.2, -0.1, 0.3], [-0.1, 0.1, 0.1], [-0.2, -0.3, 0.0], [-0.1, 0.0, 0.1], [0.2, 0.0, -0.1], [-0.1, -0.1, 0.2], [-0.7, -0.1, 0.0], [0.0, 0.2, 0.1], [0.6, 0.4, 0.0], [0.1, -0.1, 0.0], [-0.2, 0.3, -0.1], [0.1, 0.2, 0.1], [0.0, -0.1, 0.0], [0.0, -0.1, -0.1], [0.0, 0.2, 0.0], [0.0, 0.2, 0.2], [0.1, 0.0, -0.1], [-1.2, -0.2, -1.1], [0.1, 0.0, -0.1], [0.0, -0.2, -0.1], [0.1, 0.1, -0.4], [0.0, -0.2, -0.1], [0.0, -0.2, -0.2], [0.0, 0.2, 0.1], [0.1, -0.1, -0.1], [-0.5, 0.1, 0.1], [0.3, 0.1, 0.0], [-0.5, -0.5, 0.8], [0.0, 0.0, 0.0], [0.0, 0.1, -0.1], [-0.1, -0.3, -0.8], [0.0, 0.0, 0.0], [0.0, 0.0, 0.0], [0.0, 0.0, 0.0], [0.0, 0.0, -0.1], [0.0, 0.0, 0.0], [0.5, 0.2, 0.2], [0.4, 0.9, 0.4], [-0.1, 0.0, 0.1], [0.0, -0.2, -0.2], [0.0, -0.3, -0.7], [0.0, 0.0, 0.0], [-0.1, -0.2, -0.1], [-0.1, 0.1, 0.1], [0.7, -0.3, 0.5], [0.0, -0.1, -0.1], [0.3, -0.3, 0.6], [0.1, 0.0, -0.1], [0.1, 0.2, 0.0], [0.1, -0.2, 0.0], [-0.1, 0.1, 0.1]],
  "lowdin_charge": [0.104, 0.121, 0.096, 0.093, 0.054, -0.279, -0.003, -0.004, -0.452, -0.081, -0.281, -0.090, -0.059, -0.075, -0.048, -0.087, -0.016, -0.282, 0.003, -0.289, -0.088, -0.056, -0.085, -0.065, 0.028, -0.051, -0.082, 0.017, -0.249, -0.059, -0.061, -0.069, -0.001, -0.077, -0.005, -0.054, -0.500, 0.011, 0.071, 0.105, 0.088, 0.068, 0.105, 0.105, 0.112, 0.110, 0.111, -0.036, 0.053, 0.125, -0.027, 0.061, 0.104, 0.123, 0.118, 0.064, 0.125, -0.038, 0.118, 0.118, 0.118, 0.118]
}